No. 1
# C27H43Cl2OSi4

A 2-piece molecular cluster, C27H43Cl2OSi4 overall (ωB97M-V/def2-TZVPD, OMol25).

Results
2S+1   1
Total charge   +1
Orbital gap   4.79 eV

Each line ends with the Mulliken charge.
Cartesian coordinates (Å):
H (-1.241, 2.247, -2.138)  0.39
C (-1.001, -0.100, -1.570)  -0.15
C (3.802, -3.990, -1.678)  -1.17
H (4.600, 0.506, -1.900)  0.41
Si (3.013, -0.194, -0.179)  0.14
H (1.085, 5.496, 0.578)  0.38
H (-4.896, 0.807, -4.779)  0.43
H (3.369, -0.146, 2.311)  0.21
H (-1.995, -0.953, 0.435)  0.01
H (-2.767, 1.812, -3.969)  0.41
H (4.113, -5.033, -1.838)  0.40
H (-2.333, -1.844, -2.959)  0.44
C (-1.877, 5.682, 3.095)  -0.90
H (1.271, 1.556, 0.370)  -0.14
C (0.279, 6.502, 2.303)  -0.76
C (1.462, -5.384, -0.297)  -1.07
H (4.672, 0.643, 1.391)  0.42
C (-2.026, 2.122, -1.381)  -0.36
H (-4.307, 1.785, 0.077)  0.35
H (4.885, -1.209, -1.508)  0.25
H (0.815, -5.273, -1.179)  0.30
H (1.101, 7.209, 2.394)  0.41
H (1.259, -3.442, 3.164)  0.25
H (0.097, -4.331, 2.148)  0.24
H (2.043, -6.310, -0.419)  0.42
C (-0.524, -1.322, -1.968)  0.78
H (-0.481, -3.363, 3.518)  0.37
H (4.702, -3.377, -1.548)  0.27
H (0.824, -5.491, 0.587)  0.31
C (-0.810, 4.626, 1.158)  0.58
H (0.024, 3.713, -0.607)  0.31
H (1.399, -0.345, 3.096)  0.28
C (0.264, 5.548, 1.294)  -0.40
H (3.523, -0.748, -2.562)  0.31
H (4.219, -5.042, 1.376)  0.42
H (-1.678, -3.153, -1.952)  0.23
H (2.780, 2.254, -0.247)  0.58
H (-6.423, 0.771, -0.754)  0.41
C (-0.805, 3.656, 0.103)  -0.11
C (4.110, -0.454, -1.680)  -1.19
H (-0.431, 0.563, -0.918)  -0.01
H (-0.909, -2.777, -3.507)  0.34
H (-2.446, 2.426, 0.726)  0.36
C (4.002, -0.229, 1.419)  -0.92
C (-3.358, 1.817, -1.876)  0.44
C (-5.618, 0.999, -1.447)  -0.98
C (3.699, -4.073, 1.408)  -0.98
C (-4.751, 1.015, -3.722)  -0.73
H (-2.740, 4.057, 1.985)  0.41
C (0.400, -0.307, 2.642)  -0.94
H (-2.708, 5.762, 3.792)  0.41
Cl (-7.180, -0.094, -3.351)  -0.16
C (-1.792, -1.787, 1.117)  -0.77
H (-2.054, 0.000, -1.815)  -0.25
H (-0.343, -0.249, 3.452)  0.43
Cl (-0.783, 7.744, 4.453)  -0.15
H (4.456, -3.282, 1.475)  0.27
C (-1.407, -2.329, -2.636)  -1.40
C (-0.793, 6.570, 3.211)  0.43
C (-1.885, 4.727, 2.081)  -0.32
C (2.069, 1.422, -0.370)  -0.66
C (-4.430, 1.570, -0.986)  -0.18
H (-2.417, -1.649, 2.013)  0.42
O (0.766, -1.723, -1.795)  -0.62
Si (2.680, -3.956, -0.171)  0.58
C (-5.770, 0.701, -2.809)  0.45
H (4.616, -1.134, 1.508)  0.29
Si (0.010, -1.863, 1.651)  0.65
C (-1.812, 2.722, -0.117)  -0.06
H (-2.105, -2.716, 0.622)  0.24
C (0.263, -3.403, 2.707)  -1.08
C (-3.565, 1.574, -3.261)  -0.09
H (3.274, -3.649, -2.580)  0.30
H (0.318, 0.611, 2.046)  0.08
H (3.086, -4.047, 2.316)  0.23
H (1.625, 1.500, -1.372)  0.31
Si (1.488, -1.945, -0.176)  0.18



No. 2
# C9H11ClO2P

A 2-piece molecular cluster, C9H11ClO2P overall (ωB97M-V/def2-TZVPD, OMol25).

Results
2S+1   1
Total charge   -1
Orbital gap (alpha / beta)   7.17 / 7.12 eV

Each line ends with the Mulliken charge.
Cartesian coordinates (Å):
C (-0.983, -0.110, 2.538)  -0.71
C (-0.276, 1.056, 2.597)  0.48
H (-0.503, -2.380, -0.319)  0.22
C (-1.365, -0.050, -1.657)  -0.73
H (-2.172, -0.165, -0.815)  0.24
H (1.844, 0.661, 0.075)  0.21
C (0.375, -0.841, 0.694)  1.03
H (2.535, -1.836, -1.113)  0.34
C (0.802, 1.320, 1.700)  -0.81
C (-0.598, -1.058, 1.628)  -0.69
H (1.411, 2.162, 1.709)  0.48
H (-1.165, -1.918, 1.458)  0.36
O (-1.466, 2.378, -2.834)  -0.68
H (1.371, -2.268, -2.294)  0.35
H (-0.522, 2.076, -0.566)  -0.11
C (0.346, -1.639, -0.449)  -0.45
C (1.513, -1.625, -1.462)  -0.94
C (1.098, 0.344, 0.815)  -0.14
H (-1.504, -0.583, -2.537)  0.39
P (-0.574, 1.575, -2.006)  0.72
H (1.592, -0.527, -1.668)  0.06
Cl (-0.882, 2.351, 3.719)  -0.28
H (-1.717, -0.355, 3.285)  0.39
O (0.842, 1.432, -2.498)  -0.72



No. 3
# C26H79N15O11

A 11-piece molecular cluster, C26H79N15O11 overall (ωB97M-V/def2-TZVPD, OMol25).

Results
2S+1   1
SMILES   COC[C@H](C)N.COC[C@H](C)N.COC[C@H](C)N.COC[C@H](C)N.COC[C@H](C)N.NC(N)=O.NC(N)=O.NC(N)=O.NC(N)=O.NC(N)=O.CO
Orbital gap   9.24 eV

Each line ends with the Mulliken charge.
Cartesian coordinates (Å):
H (0.585, -5.354, -3.360)  0.25
H (-2.664, 5.873, -1.259)  0.35
H (-3.203, -3.523, 2.959)  0.40
C (1.224, -4.896, -2.618)  0.51
H (-3.177, -5.312, -0.322)  0.21
H (2.493, -3.848, -3.696)  0.22
H (0.763, -7.685, 4.600)  0.25
H (-0.668, -0.252, -2.216)  -0.06
H (-3.632, 3.403, -0.768)  -0.03
H (-2.300, 1.514, 2.392)  -0.08
H (-0.798, 1.126, 4.244)  0.33
H (0.801, 4.382, -1.305)  -0.03
H (-1.538, -5.443, 3.033)  0.32
H (-0.576, -1.577, -1.044)  -0.30
H (-1.795, -4.374, -3.296)  0.28
H (4.754, 4.422, -3.428)  0.30
C (-2.686, -5.820, 0.554)  0.13
C (-4.486, 4.481, 1.764)  -0.93
N (-0.649, -0.596, -1.287)  0.48
H (-3.248, 1.351, -3.565)  0.20
C (2.618, 6.735, 0.939)  -0.68
H (8.366, 2.564, 2.394)  0.21
C (-0.695, 0.395, -0.258)  -0.63
H (-2.543, -9.189, 1.507)  0.42
H (3.499, 0.508, -1.133)  0.34
C (2.358, 2.059, -1.296)  2.29
O (-1.490, 0.826, -3.902)  -0.76
H (-2.721, 4.242, 3.350)  0.48
H (-0.824, -1.041, 1.234)  -0.09
C (-3.005, -7.358, 0.337)  -0.08
H (2.697, 5.823, 1.519)  0.32
H (2.996, -5.414, -3.481)  0.28
N (-0.605, -5.150, 3.266)  -0.20
O (-3.188, -5.331, 1.838)  -0.53
O (1.550, 6.694, -0.032)  -0.35
H (-1.563, -5.684, 0.493)  -0.01
H (-0.074, 6.983, 1.132)  0.45
H (-2.147, 5.039, 0.418)  -0.11
C (-1.731, -3.583, -2.587)  -0.98
N (-4.199, 1.438, -3.214)  -0.27
H (1.328, 2.262, -1.512)  -1.21
H (0.903, 0.762, -3.524)  0.14
C (3.090, 3.209, -1.809)  -1.42
H (-3.350, -8.390, -1.440)  0.25
H (1.264, -2.961, -1.732)  0.36
H (1.633, -1.253, -0.300)  -0.34
N (2.512, -3.438, 1.882)  -0.24
H (-1.180, -8.180, 1.224)  0.28
N (-0.671, 2.975, 2.197)  -0.19
N (-3.372, 2.971, -1.683)  0.00
O (7.469, 4.104, 3.543)  -0.50
O (0.446, -2.740, 1.325)  -0.36
H (-0.590, 3.722, -3.680)  0.16
H (2.782, 4.126, -1.330)  0.28
O (2.861, 3.305, -3.257)  -0.22
H (1.885, 1.136, 0.607)  0.27
N (2.270, -1.697, 0.324)  -0.05
N (-0.867, -0.038, 1.028)  0.29
N (-2.747, -7.686, -1.055)  -0.59
H (3.744, 4.127, -4.903)  0.29
N (2.535, -4.587, -3.018)  -0.65
H (3.517, 1.615, 0.495)  0.65
H (-2.410, -7.604, 2.345)  0.16
H (-0.853, 0.580, 1.825)  0.24
H (7.073, 4.092, 4.414)  0.30
H (-1.833, -8.059, -1.216)  0.20
H (-3.708, 2.902, 3.756)  0.55
H (-1.619, -2.678, -3.210)  0.32
H (-3.609, -3.298, 1.247)  0.36
O (-5.650, 2.616, -1.895)  -0.65
H (-2.599, -3.509, -1.986)  0.26
H (4.134, 3.217, -1.659)  0.70
C (3.727, 4.322, -3.872)  -0.85
H (-4.988, 4.509, 0.821)  0.26
N (2.734, 0.759, -1.719)  -0.34
N (-1.101, 3.018, -4.174)  -0.36
C (0.319, 6.179, 0.472)  -0.35
H (2.232, 2.864, 0.759)  -0.04
C (-1.854, 2.392, 2.898)  0.89
H (1.248, 2.290, -4.182)  0.27
C (-1.428, 2.016, 4.319)  -1.81
H (2.555, 7.719, 1.588)  0.27
H (2.093, -4.189, 2.406)  0.18
C (-0.694, 1.760, -4.052)  0.42
O (1.560, -5.487, 3.667)  -0.77
C (-2.045, 5.889, -0.316)  -0.97
N (0.622, 1.482, -4.125)  -0.29
H (-2.053, 3.259, -4.289)  0.34
H (-2.264, 6.773, 0.237)  0.61
O (-0.642, -3.647, -1.724)  0.22
H (7.807, 2.128, 3.946)  0.25
H (-0.554, 3.865, -0.830)  -0.35
C (-0.524, 5.868, -0.706)  0.24
H (-0.898, -7.149, 4.275)  0.21
H (-0.360, -4.167, 3.171)  -0.03
H (-0.549, 2.726, 1.206)  -0.24
O (-0.612, 1.592, -0.512)  0.82
H (-4.863, 1.167, -3.910)  0.24
C (-2.978, -3.881, 1.982)  -0.44
C (1.247, -5.840, -1.437)  -1.16
H (-3.970, 5.414, 1.980)  0.34
C (2.526, 1.961, 0.226)  -1.45
N (-0.195, 4.647, -1.330)  0.03
H (9.269, 3.173, 3.813)  0.23
H (-0.893, 2.800, 4.879)  0.36
H (3.094, -2.025, -0.192)  0.31
H (-2.270, 1.761, 4.976)  0.49
H (0.656, -2.875, -3.204)  0.66
C (1.706, -2.637, 1.160)  0.23
H (-4.047, -7.438, 0.468)  0.47
H (-1.952, -3.547, 1.703)  -0.06
N (0.086, -7.165, 4.102)  -0.36
C (0.439, -5.908, 3.673)  0.59
H (0.163, 2.731, 2.717)  0.31
H (1.734, -5.346, -0.630)  0.33
H (-5.231, 4.425, 2.518)  0.43
C (0.603, -3.513, -2.350)  -1.33
H (0.552, 5.270, 1.066)  0.00
H (3.340, 5.389, -3.721)  0.28
H (0.224, -5.924, -1.094)  -0.07
H (1.728, -6.771, -1.610)  0.47
O (-3.699, 3.340, 1.736)  -0.28
H (-0.401, 6.744, -1.324)  0.09
H (3.482, 6.909, 0.233)  0.21
C (8.292, 2.916, 3.425)  -0.49
H (-2.526, 2.419, -1.669)  0.07
C (-3.046, 3.276, 2.994)  -1.25
H (3.035, 0.622, -2.678)  0.28
C (-4.543, 2.379, -2.254)  0.32
C (-2.239, -8.149, 1.418)  -1.17
H (3.459, -3.122, 2.166)  0.21



No. 4
# C3H8NO2

A 2-piece molecular cluster, C3H8NO2 overall (ωB97M-V/def2-TZVPD, OMol25).

Results
2S+1   1
Total charge   +1
Orbital gap   10.28 eV

Each line ends with the Mulliken charge.
Cartesian coordinates (Å):
O (0.259, 1.827, -2.135)  -0.43
H (-1.955, -1.353, 0.117)  0.31
H (0.631, 2.444, -2.909)  0.39
C (1.330, 1.370, -1.404)  0.25
N (-0.399, -0.383, 0.820)  0.09
H (-1.050, -2.029, 1.948)  0.34
H (-1.765, 0.565, -0.363)  0.32
C (-0.049, -1.540, 1.605)  -0.87
H (0.516, -2.404, 1.229)  0.33
H (2.352, 1.402, -1.765)  0.37
H (0.224, 0.194, 0.323)  0.28
O (1.088, 1.369, -0.185)  -0.56
H (0.376, -1.118, 2.531)  0.33
C (-1.558, -0.345, 0.188)  -0.16